1.
Molecular formula: C12H15N3OS2
Method: DFT, wB97M-V/def2-TZVPD

Last column: Löwdin charge in e.
Element x y z (Å)
H (0.121, 0.454, -1.001)  0.130
C (0.728, 3.138, -1.763)  -0.027
N (-1.435, -3.686, 0.565)  -0.068
H (1.501, -2.866, 2.012)  0.091
S (1.445, -2.053, -0.258)  0.879
C (0.606, 4.390, -2.345)  -0.088
H (1.243, -4.169, 0.811)  0.079
C (1.246, -0.459, 0.598)  -0.440
H (-0.555, -4.094, -1.273)  0.083
S (-4.141, -3.741, 0.459)  0.593
H (0.386, -0.540, 1.264)  0.071
H (0.772, 2.265, -2.396)  0.103
H (1.887, 0.691, -1.110)  0.126
N (-2.389, -2.442, 2.047)  0.025
C (1.032, 0.650, -0.419)  -0.288
C (-1.216, -4.565, -0.545)  -0.039
N (-1.056, -2.299, 2.233)  0.105
O (0.917, 1.851, 0.307)  -0.048
C (0.726, 4.177, 0.405)  -0.012
H (0.553, 6.300, 0.432)  0.103
H (0.774, 4.069, 1.477)  0.116
C (-2.673, -3.290, 1.024)  -0.857
C (0.954, -3.168, 1.122)  -0.374
H (-2.188, -4.764, -0.999)  0.052
C (0.791, 3.026, -0.380)  -0.265
H (2.146, -0.264, 1.183)  0.089
H (0.448, 6.500, -2.030)  0.098
C (-0.499, -3.059, 1.340)  -0.400
H (-3.052, -1.957, 2.627)  0.151
H (0.558, 4.466, -3.422)  0.103
H (-0.778, -5.507, -0.210)  0.101
C (0.543, 5.530, -1.567)  -0.104
C (0.602, 5.417, -0.187)  -0.087

Summary:
Orbital gap = 8.55 eV
Multiplicity = 1
HOMO = -8.047 eV
Max |F| = 1.0 eV/Å
LUMO = 0.5 eV
M = 281.41 g mol⁻¹
SMILES string = Cn1c(CSCCOc2ccccc2)n[nH]c1=S
Total charge = 0


2.
Molecular formula: C12H15N5OOsS3
Method: DFT, wB97M-V/def2-TZVPD

Last column: Löwdin charge in e.
Element x y z (Å)
H (-2.602, 3.053, -1.579)  0.073
C (1.700, 3.010, -0.801)  -0.990
H (1.516, -4.162, 1.343)  0.111
H (-5.347, 1.544, 1.665)  0.102
C (-4.510, 1.774, 1.024)  -0.315
H (-0.303, -1.980, 3.423)  0.112
H (-1.469, -0.893, -1.475)  0.089
C (3.902, 3.926, -0.509)  -0.165
N (0.446, -2.333, 1.477)  -0.091
N (-2.395, 1.865, 0.169)  -0.260
H (0.013, -0.432, -2.367)  0.077
H (-2.820, 0.817, 1.996)  0.123
H (1.411, -2.412, 3.320)  0.112
C (0.614, -1.838, 2.853)  0.016
C (0.126, -1.519, 0.492)  -0.414
O (-0.426, -0.363, 0.862)  -0.235
S (-4.697, 2.709, -0.392)  1.186
H (1.020, -3.667, -1.563)  0.108
N (0.299, -1.818, -0.789)  -0.106
H (1.859, -2.207, -2.105)  0.110
Os (-0.377, 1.448, 0.241)  1.037
N (4.788, 4.164, 0.181)  0.247
S (1.480, 2.436, 0.847)  0.713
C (2.746, 4.033, -2.712)  -0.165
C (-0.512, -1.240, -1.858)  -0.023
C (-3.065, 2.578, -0.727)  -0.448
N (2.743, 4.322, -3.823)  0.245
H (2.136, -2.811, -0.471)  0.102
H (0.889, -0.789, 2.853)  0.089
S (0.191, 2.568, -1.562)  0.696
C (0.491, -3.795, 1.339)  0.007
C (1.390, -2.693, -1.250)  0.004
H (-0.034, -4.217, 2.194)  0.112
H (-0.016, -4.110, 0.434)  0.099
C (2.756, 3.644, -1.329)  -0.277
C (-3.223, 1.406, 1.187)  -0.194
H (-0.722, -2.020, -2.589)  0.113

Summary:
Orbital gap = 6.84 eV
Multiplicity = 1
HOMO = -15.958 eV
Max |F| = 0.4 eV/Å
LUMO = -9.1 eV
M = 531.72 g mol⁻¹
Total charge = +2


3.
Molecular formula: C12H15NO
Method: DFT, wB97M-V/def2-TZVPD

Last column: Löwdin charge in e.
Element x y z (Å)
H (-0.057, -2.169, -1.093)  0.126
C (1.435, -0.041, -1.173)  -0.125
H (-3.806, 0.688, 1.732)  0.075
H (3.432, -2.167, 0.073)  0.122
C (3.250, 1.053, -0.032)  -0.058
N (2.610, -2.467, 0.791)  -0.046
H (1.102, -1.123, 1.302)  0.135
H (2.756, -0.724, 1.873)  0.053
C (2.232, -1.028, 1.073)  -0.238
H (0.175, 1.652, 0.659)  0.172
H (1.619, 0.474, -2.085)  0.129
H (-2.669, -2.187, -1.080)  0.148
H (-4.666, 2.002, 0.581)  0.134
C (-1.891, 0.778, 0.348)  -0.021
H (3.192, 3.389, 0.067)  0.042
C (0.079, -0.111, -0.745)  -0.348
C (-2.119, -1.214, -0.863)  -0.044
C (-4.585, 0.822, 0.892)  -0.009
H (1.472, -1.076, -1.446)  0.086
C (-0.742, -1.255, -1.013)  -0.024
O (-4.178, 0.012, -0.472)  -0.129
C (-2.728, -0.126, -0.344)  -0.306
H (4.564, 2.593, -1.282)  0.125
C (-0.459, 0.859, 0.002)  -0.029
H (-5.530, 0.310, 0.999)  0.059
C (2.470, 0.068, -0.029)  -0.256
C (3.691, 2.420, -0.284)  -0.024
H (-2.297, 1.462, 1.261)  0.131
H (1.648, -2.896, 0.287)  0.122

Summary:
Orbital gap = 9.13 eV
Multiplicity = 1
HOMO = -8.584 eV
Max |F| = 10.0 eV/Å
LUMO = 0.6 eV
M = 189.26 g mol⁻¹
SMILES string = C=C=C(CN)Cc1ccc(OC)cc1
Total charge = 0


4.
Molecular formula: C12H15O5PS
Method: DFT, wB97M-V/def2-TZVPD

Last column: Löwdin charge in e.
Element x y z (Å)
H (2.418, -0.311, -0.832)  0.059
H (-3.361, -0.460, -1.965)  0.081
H (0.728, -0.591, -1.219)  0.051
C (3.576, -0.303, 1.641)  -0.405
C (1.554, 0.107, -1.334)  -0.161
H (-4.560, 0.389, 0.306)  0.126
H (-6.791, -0.136, -0.662)  0.099
H (2.169, 1.902, -0.372)  0.054
C (-3.491, 0.567, -1.635)  -0.380
H (-1.288, 0.140, -0.438)  -0.047
P (-2.013, 1.295, -0.773)  0.898
H (-1.699, 2.606, -2.718)  0.012
O (3.689, 0.691, 0.891)  -0.078
O (1.233, 0.141, 1.947)  -0.077
C (-6.020, 0.258, -1.303)  -0.115
O (-5.671, 1.628, -1.000)  -0.069
C (4.657, -1.135, 1.988)  -0.042
C (1.241, 1.457, -0.714)  -0.584
C (-4.720, 0.624, -0.734)  -0.411
O (5.526, -3.044, 3.066)  -0.066
C (3.140, -2.715, 3.239)  -0.413
C (-1.061, 1.859, -2.257)  -0.789
O (2.985, -3.780, 3.856)  -0.061
C (4.571, -2.312, 2.757)  -0.423
H (1.768, 0.185, -2.401)  0.056
H (0.635, 1.320, 0.172)  0.021
H (-3.722, 1.222, -2.473)  0.078
H (5.629, -0.824, 1.609)  0.082
H (-0.889, 1.038, -2.949)  0.029
H (1.099, -2.124, 3.353)  0.082
S (0.495, 2.664, -1.836)  0.740
H (-6.058, 0.121, -2.373)  0.104
C (2.067, -1.830, 2.953)  -0.043
C (2.167, -0.649, 2.211)  -0.410

Summary:
Orbital gap = 4.10 eV
Multiplicity = 1
HOMO = -0.058 eV
Max |F| = 1.2 eV/Å
LUMO = 4.0 eV
M = 302.29 g mol⁻¹
Total charge = -2


5.
Molecular formula: C12H15OPS
Method: DFT, wB97M-V/def2-TZVPD

Last column: Löwdin charge in e.
Element x y z (Å)
C (2.309, -0.501, -0.154)  -0.428
H (-2.257, -1.025, 2.373)  0.084
H (-2.389, -2.667, 0.485)  0.038
H (-2.209, 0.809, 2.021)  0.078
C (-2.400, 1.578, -1.026)  -0.007
O (1.252, -1.729, -3.162)  -0.518
C (3.047, 0.333, -1.029)  -0.078
C (4.293, 0.779, -0.578)  -0.087
H (-3.292, 1.171, -1.139)  0.035
C (-0.211, 0.302, -0.949)  -0.213
C (4.021, -0.250, 1.486)  -0.107
H (0.228, 0.848, -1.718)  0.057
H (2.550, 0.476, -2.102)  0.139
H (4.250, -0.495, 2.503)  0.099
C (-1.712, -2.061, 0.035)  -0.462
S (-0.004, -2.450, 0.535)  0.700
H (-2.375, 2.156, -0.158)  0.079
C (-1.821, -0.182, 1.806)  -0.070
H (2.298, -1.584, 1.683)  0.084
C (2.830, -0.849, 1.052)  -0.108
H (5.716, 1.166, 0.935)  0.136
P (0.807, -1.158, -0.858)  0.804
C (4.793, 0.531, 0.716)  -0.090
H (-1.790, -2.149, -1.073)  0.100
H (-2.183, 2.156, -1.856)  0.073
C (-2.156, -0.589, 0.358)  -0.354
C (-1.515, 0.401, -0.712)  -0.247
H (-3.160, -0.600, 0.240)  0.091
H (-0.773, -0.304, 2.178)  0.073
H (4.952, 1.431, -1.147)  0.099

Summary:
Orbital gap (spin up / spin down) = 8.09 / 7.95 eV
Multiplicity = 1
HOMO (spin up / spin down) = -8.685 / -8.736 eV
Max |F| = 5.1 eV/Å
LUMO (spin up / spin down) = -0.6 / -0.8 eV
M = 238.29 g mol⁻¹
Total charge = 0


6.
Molecular formula: C12H15P
Method: DFT, wB97M-V/def2-TZVPD

Last column: Löwdin charge in e.
Element x y z (Å)
C (1.468, -1.083, -0.013)  -0.193
C (-1.621, 2.375, -0.642)  -0.314
H (1.489, 1.992, -1.445)  0.104
H (-0.789, -0.461, 1.635)  0.057
C (-0.825, 0.699, 1.533)  -0.299
C (3.105, 1.068, -0.349)  -0.099
C (0.476, -2.164, 0.117)  -0.018
H (-2.053, 3.082, -0.002)  -0.008
H (-2.718, -1.963, -0.636)  0.032
H (-0.755, -0.021, -2.073)  0.091
C (2.786, -1.174, 0.441)  -0.023
C (0.957, 0.083, -0.639)  -0.218
H (0.273, 1.085, 1.459)  0.084
C (1.812, 1.106, -0.905)  -0.066
H (3.759, 1.890, -0.650)  0.102
H (-1.295, 1.173, 2.337)  -0.008
H (-2.275, 2.562, -1.567)  0.057
C (-1.884, -2.555, -0.749)  -0.074
H (4.625, -0.051, 0.684)  0.104
H (3.310, -1.919, 1.041)  0.110
C (-0.658, -1.845, -0.514)  -0.258
H (-2.055, -3.404, -0.179)  0.073
H (-0.489, 2.392, -0.759)  0.032
H (-1.817, -2.816, -1.730)  0.065
C (3.603, -0.036, 0.294)  -0.101
C (-0.549, -0.209, -1.033)  -0.256
H (0.529, -3.102, 0.629)  0.114
P (-1.926, 0.660, 0.028)  0.909

Summary:
Orbital gap = 9.15 eV
Multiplicity = 1
HOMO = -8.149 eV
Max |F| = 4.4 eV/Å
LUMO = 1.0 eV
M = 190.23 g mol⁻¹
SMILES string = CC1=Cc2ccccc2[C@@H]1P(C)C
Total charge = 0


- Look up the multiplicity of the fourth one.
  1